DFT (ωB97M-V/def2-TZVPD) results for a structure of composition C53H40Br2CrN5O8SSb.

Structure (XYZ):
```
111
Properties=species:S:1:pos:R:3
H 1.241 -1.374 9.440
O -5.862 -3.780 2.718
H -2.175 -4.029 -7.044
N -2.342 -0.702 1.008
C -1.926 -1.904 -7.066
C -3.529 -2.674 1.689
C 0.078 -1.796 7.697
H 0.467 -0.219 -5.378
C 5.529 -0.544 -3.648
C 5.592 0.173 -4.833
C -0.104 -1.611 6.334
C 2.548 -6.781 -3.565
H -2.782 -1.733 -7.701
C -2.507 3.746 -0.071
H 1.035 -4.122 -1.212
C -1.089 -2.714 0.858
H -2.057 -0.007 -3.544
N -2.607 5.560 1.679
C -1.588 -3.193 -6.691
H -3.691 1.721 -3.213
H 4.680 0.534 -6.738
C 3.565 1.789 2.933
H -3.403 1.072 1.033
H 4.415 -1.958 -2.491
C -0.494 4.463 4.326
C -0.513 -3.415 -5.843
C 3.902 2.388 1.748
C -2.180 6.714 3.895
H 1.244 -6.445 -0.459
C 1.880 -4.524 -3.146
C -2.350 -0.406 -2.565
H -0.921 -2.063 5.795
C 2.118 -7.135 -2.295
C -3.323 2.263 -2.358
H 3.449 1.021 5.643
C 2.075 -0.422 7.725
C 0.817 -0.811 5.680
H 2.309 1.699 -2.096
C 1.896 -0.226 6.369
H -3.518 -3.736 1.887
H -0.621 -2.408 8.244
C 3.497 -1.585 -4.388
C 1.579 -6.179 -1.450
H 0.339 -0.636 3.573
C -4.646 -0.567 1.618
C 1.394 2.007 -1.580
H 4.188 1.923 3.803
H 2.971 -7.527 -4.222
N 2.610 0.504 5.447
H -1.528 7.312 5.836
C -3.457 0.006 1.216
C 1.590 0.812 1.839
H -2.832 7.560 3.754
O -0.300 -1.910 0.260
C 0.229 -2.342 -5.382
H 0.124 3.591 4.473
H 0.544 1.829 -2.234
N 0.921 -0.410 4.376
O -1.155 1.856 0.483
C -3.747 3.573 -2.130
H -1.849 -1.361 -2.411
C 4.627 -0.018 -5.809
C -2.432 1.709 -1.455
H 6.284 -0.400 -2.888
H -0.090 5.375 6.215
O -0.902 -3.898 1.076
H 2.770 -5.184 -4.984
C 1.140 -1.213 8.378
O -1.905 0.435 -1.522
N -1.292 3.834 2.044
C -1.988 2.433 -0.328
H 3.442 2.746 -0.309
Cr -0.653 0.013 0.278
C 1.458 -4.866 -1.874
H 2.815 -1.029 -6.339
C -1.209 4.622 3.152
Br -4.904 4.365 -3.423
H -0.266 -4.423 -5.539
C -2.158 4.377 1.142
C 2.432 -5.469 -3.995
H 2.908 0.022 8.244
Sb 1.653 -2.482 -3.770
H 2.206 -8.160 -1.964
C 3.577 -0.893 -5.584
C 2.398 0.995 3.012
C 4.481 -1.418 -3.426
H -1.439 0.178 -6.899
C -0.627 5.459 5.282
H -0.880 2.921 1.864
C 2.005 1.447 0.640
Br 5.476 3.461 1.655
C -4.692 -1.936 1.850
O 0.497 0.119 1.872
H -5.538 0.030 1.743
O 1.186 1.216 -0.429
C -2.387 -2.023 1.249
H 6.383 0.891 -4.988
C 3.135 2.244 0.593
H -3.737 5.317 -0.903
O -7.010 -1.896 2.240
C -6.039 -2.635 2.331
C -1.177 -0.830 -6.611
C 2.007 0.389 4.224
H 1.444 3.069 -1.320
H -3.436 -0.547 -2.520
C -2.047 5.733 2.929
C -3.372 4.311 -1.034
H -3.283 6.173 1.256
C -0.105 -1.052 -5.767
S 0.962 -0.940 -2.281
C -1.448 6.559 5.068
```

For the frontier orbital gap (spin up / spin down), the calculation gives 3.45 / 5.86 eV. As for the multiplicity: 5. The highest occupied orbital energy (spin up / spin down) is -0.1781 / -0.2675 Eh.

DFT (ωB97M-V/def2-TZVPD) results for a structure of composition C53H41AsF6N5O6Sc.

Structure (XYZ):
```
113
Properties=species:S:1:pos:R:3
H 1.879 -3.454 4.097
O 0.807 -4.400 6.065
C 2.196 5.118 3.625
O -2.732 0.831 -3.514
F 3.747 -2.690 -1.354
H 1.387 -0.696 -5.702
C -2.504 -1.755 1.712
C 1.382 4.514 -1.170
H -0.202 3.076 4.828
C 3.712 5.028 -0.895
C -3.741 -2.381 1.899
H 2.009 2.757 1.199
H 0.362 4.848 -1.100
C 4.563 -0.825 0.767
H 2.739 6.015 3.888
H 4.492 5.716 -0.600
H 1.667 3.500 -6.448
C -1.439 -1.753 -1.764
H -0.494 -1.147 6.576
H -2.397 4.215 2.732
C -2.142 3.921 1.727
F 1.514 -1.573 -1.632
C 1.542 -0.964 5.963
H -2.749 5.772 0.818
O -0.813 -2.182 -0.785
C -2.587 -1.569 -3.822
H 3.261 4.824 1.800
H 1.910 -1.573 6.773
H 2.118 6.382 -0.440
H -2.343 -3.181 4.064
C -0.236 -3.395 4.202
H -5.523 -0.431 -0.197
C -3.434 -0.251 0.253
C -2.179 -2.599 -2.785
H 3.598 -2.992 3.151
As 2.141 -3.238 -1.847
O -1.441 -4.341 6.002
H 0.984 5.151 5.388
C 1.212 4.630 4.468
C -4.845 -1.916 1.207
C -1.292 -2.212 2.420
C -1.348 3.110 -0.749
F 0.626 -3.903 -2.411
C 3.292 -0.478 0.333
C -2.318 -0.239 -3.109
N -1.284 2.247 0.261
N -0.116 -1.858 1.906
H 5.063 3.472 -1.478
C 4.672 -1.765 1.777
C 3.029 2.877 -1.709
C 0.828 2.790 2.967
C 1.222 2.932 -4.438
N -1.585 -0.443 -1.981
C -1.408 1.713 2.621
C 1.799 3.292 2.114
F 2.872 -4.839 -2.135
C -2.315 4.793 0.667
H 5.434 -0.402 0.295
C 1.328 0.327 -5.357
C 0.537 3.470 4.144
H 3.279 1.894 -2.081
H -1.774 2.140 3.553
C -0.298 -4.155 5.606
C 0.132 1.456 2.676
F 1.769 -3.652 -0.205
O 0.549 0.874 1.522
C 1.689 3.241 -1.628
C 0.980 -3.096 3.623
Sc 0.103 -0.251 -0.069
H 5.639 -2.104 2.116
C -1.905 4.386 -0.585
C 1.005 -2.296 2.475
H -3.840 -3.224 2.564
H -5.810 -2.390 1.338
C 1.918 0.339 3.992
C 2.487 4.446 2.451
C 1.039 0.586 -4.027
H 0.861 -0.224 -3.340
C -0.313 0.042 4.808
C 0.552 0.575 3.866
C 0.184 -0.728 5.848
O 0.830 1.069 -1.292
C 2.413 -0.421 5.034
H -1.993 5.049 -1.433
C 3.521 -2.272 2.352
H 3.478 -0.586 5.123
H 1.774 1.182 -7.274
H 1.210 3.952 -4.081
H -1.878 0.751 2.429
H 2.586 0.773 3.262
H 3.148 0.234 -0.472
C -0.800 2.722 -2.080
N -2.366 -0.706 0.895
H -0.845 3.570 -2.766
C 0.666 2.178 -2.064
C 4.030 3.764 -1.362
C 1.550 1.373 -6.233
H -1.376 0.220 4.749
C 2.280 -1.850 1.874
N 2.186 -0.995 0.851
F 2.501 -2.753 -3.514
H -1.411 1.916 -2.495
H -1.949 -1.608 -4.707
H -3.036 -3.058 -2.290
C 0.988 1.888 -3.555
H -3.269 0.620 -0.366
H -3.627 -1.623 -4.141
H -1.536 -3.393 -3.155
C -4.691 -0.828 0.362
C 1.495 2.676 -5.770
C -1.397 -2.958 3.597
C -1.639 2.649 1.482
C 2.384 5.396 -0.798
```

For the frontier orbital gap (spin up / spin down), the calculation gives 7.35 / 3.47 eV. As for the multiplicity: 2. The highest occupied orbital energy (spin up / spin down) is -0.2348 / -0.2327 Eh. The charge is -1.

What max |F| values result from the calculations? In sequence: 2.6 2.5 eV/Å.